(1)
This record from the Open Molecules 2025 dataset describes C9H16N3 as an isolated structure. The level of theory is the ωB97M-V functional and the def2-TZVPD basis.

Structure (XYZ):
```
28
Properties=species:S:1:pos:R:3:nbo_charge:R:1
C -1.557 -1.199 -0.996 0.11
C -1.423 1.102 -1.436 0.32
C -2.011 -0.122 -1.765 -0.28
C 1.679 1.468 1.099 -0.39
C 0.554 1.962 1.832 -0.38
C 0.602 0.528 1.412 -0.32
C -0.268 0.264 0.286 0.51
C -1.822 2.155 -2.390 -0.68
C 1.912 -2.064 0.452 -0.42
N -0.772 -0.975 0.107 -0.53
N -0.560 1.253 -0.502 -0.49
N 0.758 -2.700 1.198 -0.79
H -1.940 -2.159 -1.026 0.21
H 2.697 -2.749 0.341 0.22
H -2.766 -0.223 -2.512 0.25
H 1.887 1.754 0.098 0.24
H 2.597 1.160 1.613 0.23
H 0.509 2.066 2.914 0.24
H -0.248 2.424 1.185 0.26
H 0.677 -0.214 2.195 0.23
H -1.519 1.701 -3.356 0.24
H -1.347 3.116 -2.325 0.25
H -2.954 2.437 -2.582 0.26
H 1.531 -1.745 -0.428 0.20
H 2.293 -1.079 0.907 0.23
H 0.765 -3.605 0.813 0.41
H 0.881 -2.574 2.242 0.43
H -0.157 -1.982 0.622 0.44
```

Results
2S+1	1
HOMO-LUMO gap	10.00	eV
total charge	+1
calculated total energy	-516.49781	Eh

(2)
This record from the Open Molecules 2025 dataset describes C20H30N5O4PtS2 as an isolated structure. The level of theory is the ωB97M-V functional and the def2-TZVPD basis.

Structure (XYZ):
```
62
Properties=species:S:1:pos:R:3:nbo_charge:R:1
Pt 0.243 0.364 0.724 -0.06
C -1.476 4.017 -1.041 -0.41
C -1.463 2.725 -1.832 -0.22
N -2.760 2.090 -1.625 -0.64
C -3.135 1.804 -0.315 0.62
N -3.962 0.829 -0.132 -0.63
C -4.390 0.622 1.237 -0.22
C -3.246 0.829 2.218 -0.43
C -2.715 2.240 2.062 -0.21
N -2.651 2.641 0.657 -0.46
C -1.625 3.655 0.423 -0.23
H -2.302 4.647 -1.387 0.18
H -0.539 4.563 -1.170 0.21
H -0.646 2.080 -1.489 0.23
H -1.343 2.906 -2.902 0.18
H -2.881 1.253 -2.179 0.40
H -4.790 -0.393 1.326 0.18
H -5.219 1.306 1.491 0.15
H -2.442 0.123 2.001 0.25
H -3.564 0.668 3.252 0.19
H -1.699 2.293 2.465 0.24
H -3.345 2.958 2.608 0.15
H -0.667 3.267 0.789 0.26
H -1.886 4.536 1.023 0.17
O 4.143 -1.228 -3.034 -1.04
S 2.985 -1.103 -2.075 1.23
C 3.661 -0.559 -0.500 -0.64
C 4.219 0.846 -0.730 -0.42
C 3.351 1.534 -1.809 -0.42
C 2.286 0.540 -2.274 -0.64
H 4.394 -1.295 -0.170 0.22
H 2.810 -0.517 0.190 0.28
H 5.259 0.791 -1.058 0.19
H 4.168 1.397 0.209 0.24
H 3.971 1.856 -2.648 0.19
H 2.851 2.406 -1.384 0.24
H 1.957 0.649 -3.307 0.22
H 1.414 0.577 -1.605 0.29
O 4.937 -3.061 3.214 -0.62
N 3.913 -3.125 2.429 0.09
C 2.793 -2.404 2.685 -0.02
C 1.673 -2.507 1.884 -0.19
C 1.699 -3.337 0.772 -0.21
C 2.866 -4.031 0.496 -0.22
C 3.952 -3.916 1.333 -0.05
H 2.865 -1.752 3.540 0.23
H 0.785 -1.917 2.082 0.29
H 0.839 -3.388 0.120 0.23
H 2.955 -4.656 -0.383 0.21
H 4.895 -4.422 1.198 0.21
O -1.549 -2.381 1.631 -0.65
C -1.740 -2.011 0.483 0.68
C -2.861 -2.579 -0.385 -0.52
C -2.608 -1.963 -1.746 -0.52
C -1.446 -1.002 -1.499 0.70
O -0.995 -0.294 -2.385 -0.66
N -1.015 -1.067 -0.200 -0.73
H -3.806 -2.254 0.052 0.23
H -2.827 -3.669 -0.357 0.21
H -3.450 -1.386 -2.128 0.23
H -2.307 -2.683 -2.510 0.21
S 1.468 1.888 1.664 -0.97
```

Results
2S+1	2
HOMO-LUMO gap (spin up / spin down)	5.17 / 4.90	eV
total charge	-2
calculated total energy	-2270.56659	Eh

(3)
This record from the Open Molecules 2025 dataset describes a 2-piece molecular cluster, C6H8N2 overall. The level of theory is the ωB97M-V functional and the def2-TZVPD basis.

Structure (XYZ):
```
16
Properties=species:S:1:pos:R:3:nbo_charge:R:1
C 1.675 -0.666 1.966 -0.63
C 1.474 -0.131 0.392 -0.03
C -0.331 -0.650 -0.496 0.08
C -1.459 -0.364 -1.310 -0.16
C -0.959 1.428 0.234 -0.09
C 0.040 0.489 0.339 -0.12
H 1.456 0.254 2.602 0.23
H 2.791 -1.018 1.940 0.22
H 0.833 -1.381 1.953 0.22
H 2.355 0.421 -0.284 0.22
H 1.560 -2.076 -0.709 0.37
H -2.064 -1.052 -1.840 0.22
H -3.168 0.600 0.064 0.25
H -0.995 2.623 0.517 0.23
N 1.021 -0.994 -0.639 -0.61
N -1.792 1.136 -0.931 -0.41
```

Results
2S+1	1
HOMO-LUMO gap	6.94	eV
calculated total energy	-342.58477	Eh

(4)
This record from the Open Molecules 2025 dataset describes a 2-piece molecular cluster, C6H13NO3 overall. The level of theory is the ωB97M-V functional and the def2-TZVPD basis.

Structure (XYZ):
```
23
Properties=species:S:1:pos:R:3:nbo_charge:R:1
C 0.127 1.553 -2.430 -0.25
O -0.609 1.070 -1.328 -0.55
C 0.105 1.048 -0.112 -0.07
C 0.844 -0.254 0.188 0.08
C 1.565 -0.135 1.521 -0.65
O -0.108 -1.305 0.082 -0.51
C 0.105 -2.543 0.676 -0.16
C -0.465 -2.609 2.049 0.24
N -1.038 -2.468 3.051 -0.30
H 1.023 0.941 -2.616 0.17
H -0.530 1.520 -3.307 0.20
H 0.445 2.594 -2.253 0.17
H 0.827 1.880 -0.057 0.17
H -0.648 1.212 0.673 0.20
H 1.581 -0.427 -0.616 0.17
H 2.371 0.605 1.433 0.23
H 0.889 0.205 2.319 0.22
H 1.984 -1.088 1.871 0.22
H -0.405 -3.312 0.075 0.23
H 1.170 -2.826 0.709 0.20
O -3.387 1.240 -0.776 -0.96
H -2.478 1.199 -1.125 0.49
H -3.366 1.897 -0.028 0.46
```

Results
2S+1	1
HOMO-LUMO gap	10.97	eV
structure (SMILES)	COC[C@@H](C)OCC#N.O
calculated total energy	-516.83489	Eh

(5)
This record from the Open Molecules 2025 dataset describes C21H34ClN7O5STi as an isolated structure. The level of theory is the ωB97M-V functional and the def2-TZVPD basis.

Structure (XYZ):
```
70
Properties=species:S:1:pos:R:3:nbo_charge:R:1
Ti -0.800 0.862 -0.196 1.59
C -0.636 0.760 3.148 -0.25
C -0.183 2.164 2.721 -0.24
N -0.857 2.520 1.454 -0.63
C -2.253 2.963 1.755 -0.24
C -3.272 2.516 0.723 -0.24
N -2.961 1.180 0.168 -0.64
C -3.495 0.014 0.914 -0.23
C -2.766 -0.124 2.232 -0.24
N -1.308 0.064 2.024 -0.62
H 0.228 0.182 3.469 0.24
H -1.313 0.810 4.001 0.22
H -0.413 2.906 3.489 0.22
H 0.892 2.193 2.563 0.23
H -0.369 3.320 1.064 0.42
H -2.515 2.574 2.736 0.21
H -2.282 4.050 1.846 0.24
H -4.269 2.518 1.172 0.23
H -3.293 3.212 -0.113 0.22
H -3.385 1.141 -0.755 0.42
H -4.571 0.118 1.069 0.23
H -3.324 -0.863 0.288 0.24
H -3.120 0.621 2.942 0.21
H -2.978 -1.098 2.677 0.24
H -0.884 -0.848 1.915 0.42
C 5.024 0.629 0.732 -0.62
C 4.185 0.545 -0.531 -0.22
N 3.344 -0.663 -0.578 -0.32
C 3.996 -1.905 -1.069 -0.22
C 4.374 -2.852 0.058 -0.62
C 2.088 -0.686 -0.201 0.43
S 1.445 0.763 0.595 -0.15
N 1.439 -1.861 -0.324 -0.59
C 0.145 -2.000 -0.333 0.67
O -0.693 -0.999 -0.255 -0.74
C -0.465 -3.325 -0.465 -0.10
C 0.302 -4.469 -0.235 -0.16
C -0.274 -5.719 -0.361 -0.20
C -1.608 -5.833 -0.735 -0.15
C -2.369 -4.697 -0.984 -0.20
C -1.803 -3.443 -0.845 -0.18
H 5.619 1.541 0.714 0.24
H 5.711 -0.211 0.814 0.22
H 4.393 0.651 1.621 0.21
H 4.814 0.511 -1.419 0.23
H 3.534 1.411 -0.631 0.22
H 4.878 -1.582 -1.616 0.22
H 3.316 -2.380 -1.771 0.24
H 5.104 -2.408 0.733 0.22
H 4.820 -3.750 -0.370 0.24
H 3.499 -3.148 0.633 0.22
H 1.342 -4.367 0.043 0.23
H 0.312 -6.609 -0.175 0.24
H -2.054 -6.812 -0.845 0.24
H -3.399 -4.796 -1.297 0.23
H -2.381 -2.558 -1.074 0.21
N -1.011 4.441 -2.758 -0.48
C 0.184 4.698 -2.140 -0.04
C 0.326 3.729 -1.200 -0.11
N -0.772 2.887 -1.241 -0.58
C -1.548 3.345 -2.207 0.23
H -1.415 4.964 -3.520 0.45
H 0.813 5.523 -2.423 0.26
H 1.159 3.557 -0.538 0.24
H -2.469 2.903 -2.548 0.24
O -0.677 -1.141 -3.336 -0.71
Cl -0.748 0.214 -2.992 2.57
O -0.800 1.095 -4.082 -0.73
O 0.362 0.586 -2.070 -0.82
O -1.912 0.464 -2.079 -0.86
```

Results
2S+1	1
HOMO-LUMO gap	7.25	eV
total charge	+2
calculated total energy	-3287.35916	Eh

(6)
This record from the Open Molecules 2025 dataset describes C18H33IIrNO2P2 as an isolated structure. The level of theory is the ωB97M-V functional and the def2-TZVPD basis.

Structure (XYZ):
```
58
Properties=species:S:1:pos:R:3:nbo_charge:R:1
C -0.207 0.684 -5.292 -0.78
C -0.181 1.561 -4.168 0.50
H -0.205 1.242 -6.255 0.26
H -1.116 0.056 -5.239 0.27
H 0.680 0.025 -5.255 0.27
O -0.173 2.605 -3.646 -0.47
I -0.242 -2.081 -2.820 0.18
Ir -0.145 -0.033 -1.224 0.15
P 2.195 0.066 -1.100 1.14
C 2.867 1.367 -0.015 -0.96
C 2.981 -1.455 -0.494 -0.96
H 4.070 -1.322 -0.492 0.28
H 3.962 0.726 -2.578 0.28
H 2.711 -2.300 -1.135 0.26
H 2.839 -0.435 -3.373 0.27
H 2.672 1.129 1.039 0.22
H 2.644 -1.667 0.527 0.24
C 2.909 0.446 -2.723 -0.96
H 3.951 1.422 -0.174 0.28
H 2.376 1.289 -3.187 0.27
H 2.422 2.340 -0.253 0.27
P -2.490 0.108 -1.043 1.17
C -3.129 1.437 0.021 -0.96
C -3.245 0.450 -2.648 -0.97
H -3.018 -2.247 -1.039 0.26
H -4.337 -1.250 -0.341 0.28
H -2.872 -1.609 0.616 0.24
C -3.253 -1.401 -0.388 -0.96
H -3.184 -0.438 -3.286 0.26
H -4.296 0.714 -2.472 0.28
H -4.223 1.428 -0.052 0.28
H -2.751 2.410 -0.310 0.27
H -2.743 1.293 -3.139 0.27
H -2.838 1.269 1.064 0.23
C -0.127 1.802 -0.919 0.50
O -0.120 2.960 -0.763 -0.42
C 0.192 1.905 4.437 -0.48
N 0.503 0.727 3.673 0.05
C 1.860 0.281 3.838 -0.49
C -0.107 0.649 2.349 -0.34
C -0.276 -0.781 1.939 0.02
C -0.515 -1.684 2.986 -0.24
C -0.519 -3.050 2.763 0.00
C -0.275 -3.530 1.479 -0.18
C -0.053 -2.630 0.442 -0.25
C -0.158 -1.259 0.619 -0.09
H 0.459 1.724 5.489 0.28
H -0.890 2.110 4.361 0.26
H 0.755 2.791 4.075 0.29
H 2.054 0.201 4.919 0.28
H 2.037 -0.702 3.382 0.25
H 2.595 1.004 3.429 0.28
H -1.093 1.125 2.445 0.26
H 0.461 1.217 1.602 0.28
H -0.640 -1.303 4.007 0.24
H -0.689 -3.742 3.597 0.27
H -0.250 -4.601 1.271 0.27
H 0.167 -3.044 -0.549 0.24
```

Results
2S+1	6
HOMO-LUMO gap (spin up / spin down)	5.21 / 5.10	eV
total charge	+3
calculated total energy	-1994.49180	Eh

(7)
This record from the Open Molecules 2025 dataset describes C36H46N11O3S2SiTl as an isolated structure. The level of theory is the ωB97M-V functional and the def2-TZVPD basis.

Structure (XYZ):
```
100
Properties=species:S:1:pos:R:3:mulliken_charge:R:1
Tl 1.338 -0.166 -0.562 3.35
C 0.240 -2.083 4.936 -1.20
N 0.473 -1.966 3.496 0.99
C 0.585 -0.867 2.762 -0.89
N 0.750 -1.204 1.490 0.16
C 0.735 -2.573 1.514 -1.03
N 0.559 -3.064 2.714 -0.95
C -1.070 -1.482 5.394 0.97
C -1.219 -1.221 6.753 -0.98
C -2.413 -0.719 7.243 -0.69
C -3.468 -0.464 6.383 -0.94
C -3.321 -0.717 5.024 -0.16
C -2.124 -1.231 4.529 -0.12
C -4.449 -0.438 4.137 0.56
N -5.612 -0.002 4.467 -0.44
N -6.337 0.111 3.295 -0.47
C -5.558 -0.263 2.345 0.71
O -4.328 -0.628 2.798 -0.24
C -5.845 -0.306 0.913 -0.18
C -7.102 0.088 0.457 -0.97
C -7.369 0.075 -0.899 -0.79
C -6.392 -0.319 -1.805 -0.83
C -5.144 -0.721 -1.353 1.07
C -4.086 -1.161 -2.338 -1.20
N -2.804 -0.506 -2.065 1.02
C -1.790 -0.947 -1.337 -0.61
N -0.889 0.020 -1.217 0.02
C -1.430 1.057 -1.924 -0.72
N -2.596 0.775 -2.442 -0.90
C -4.876 -0.719 0.009 -0.10
H 1.072 -1.611 5.458 0.48
H 0.274 -3.150 5.147 0.34
H 0.532 0.133 3.164 0.74
H 0.869 -3.171 0.627 0.77
H -0.396 -1.418 7.431 0.47
H -2.521 -0.524 8.302 0.42
H -4.408 -0.070 6.747 0.56
H -2.046 -1.449 3.470 0.86
H -7.848 0.401 1.174 0.56
H -8.341 0.384 -1.259 0.42
H -6.605 -0.309 -2.868 0.42
H -4.369 -0.894 -3.353 0.46
H -3.914 -2.236 -2.291 0.25
H -1.717 -1.940 -0.924 0.62
H -0.951 2.016 -2.040 0.56
H -3.908 -1.031 0.386 0.68
C 1.514 -4.534 -2.568 -1.21
Si 1.813 -2.723 -2.847 0.53
C 3.542 -2.416 -3.485 -1.09
C 0.564 -2.016 -4.055 -0.70
O 1.635 -1.984 -1.385 -0.82
H 1.626 -5.104 -3.494 0.39
H 0.504 -4.716 -2.192 0.28
H 2.225 -4.941 -1.845 0.29
H 3.609 -2.592 -4.561 0.52
H 4.269 -3.077 -3.006 0.37
H 3.853 -1.385 -3.289 0.21
H 0.867 -2.196 -5.089 0.49
H 0.453 -0.935 -3.923 -0.10
H -0.422 -2.472 -3.924 0.31
C 3.743 0.977 -5.437 -1.55
C 2.625 1.871 -4.885 2.26
C 3.086 3.333 -4.784 -1.72
C 1.360 1.756 -5.754 -1.49
C 2.271 1.410 -3.533 -0.57
N 1.977 1.063 -2.479 -0.67
H 3.982 1.318 -6.445 0.46
H 3.430 -0.065 -5.490 0.26
H 4.645 1.045 -4.828 0.38
H 3.272 3.703 -5.792 0.44
H 4.011 3.416 -4.213 0.38
H 2.325 3.963 -4.325 0.38
H 1.603 2.096 -6.760 0.43
H 0.552 2.379 -5.367 0.41
H 1.014 0.724 -5.814 0.30
N 2.044 6.294 2.710 -0.35
C 0.897 5.711 2.334 0.05
S -0.577 6.409 2.483 -0.30
C 1.032 4.359 1.701 1.12
C 2.147 4.003 0.947 -1.00
C 2.190 2.768 0.328 -0.70
N 1.191 1.887 0.440 -0.10
C 0.115 2.220 1.169 -1.01
C -0.004 3.435 1.804 -0.91
H 1.998 7.212 3.122 0.23
H 2.930 5.819 2.708 0.19
H 2.968 4.691 0.797 0.43
H 3.035 2.468 -0.276 0.65
H -0.683 1.487 1.217 0.93
H -0.899 3.688 2.355 0.46
C 4.558 -2.460 0.540 -0.35
S 4.806 -0.701 0.691 0.31
C 4.765 -0.579 2.469 -0.77
O 3.512 -0.061 0.218 -0.49
H 5.486 -2.955 0.828 0.53
H 4.336 -2.658 -0.508 -0.13
H 3.732 -2.782 1.174 0.12
H 5.679 -1.020 2.868 0.43
H 3.884 -1.098 2.847 0.07
H 4.728 0.480 2.716 0.35
```

Results
2S+1	1
HOMO-LUMO gap	7.01	eV
total charge	+2
calculated total energy	-3485.40117	Eh

(8)
This record from the Open Molecules 2025 dataset describes one molecule with the formula C2H4BFO. The level of theory is the ωB97M-V functional and the def2-TZVPD basis.

Structure (XYZ):
```
9
Properties=species:S:1:pos:R:3:nbo_charge:R:1
B -0.703 -0.196 0.265 0.48
C -0.219 1.530 -1.438 0.87
C 0.424 0.635 -0.503 -0.87
O -0.401 1.437 -2.584 -0.51
F -0.879 2.507 -0.732 -0.36
H -0.519 -0.871 1.172 -0.08
H -1.730 -0.069 -0.273 -0.08
H 1.208 1.050 0.031 0.27
H 1.020 -0.404 -0.994 0.27
```

Results
2S+1	1
HOMO-LUMO gap	11.35	eV
structure (SMILES)	BCC(=O)F
calculated total energy	-278.51718	Eh